Record 1
24
Properties=species:S:1:pos:R:3:mulliken_charge:R:1 method="wB97M-V/def2-TZVPD" homo_energy_ha=-0.3731 charge=0 multiplicity=1 orbital_gap_ha=0.3852 e_tot_ev=-14618.123
C 0.51 3.54 0.22 -0.5251
C 0.00 3.49 -0.99 -0.3240
H -0.10 3.69 1.11 0.1892
H 1.53 3.34 0.53 0.2391
H -1.05 3.61 -1.21 0.2167
H 0.61 3.29 -1.87 0.2118
O -2.03 -2.63 -2.09 -0.6452
H -1.20 -2.12 -1.97 0.3165
H -1.91 -3.39 -1.50 0.3383
O 0.67 -2.03 -2.14 -0.6877
H 1.15 -2.42 -2.88 0.2840
H 0.59 -1.09 -2.36 0.3438
O -0.07 1.30 2.40 -0.6846
H -0.91 1.71 2.60 0.3106
H -0.30 0.99 1.50 0.3393
O 0.25 -2.47 0.56 -0.6810
H 0.83 -2.26 -0.17 0.3395
H 0.74 -2.36 1.40 0.3385
O -1.48 -0.43 -0.11 -0.6781
H -2.30 -0.83 -0.41 0.3540
H -0.83 -1.15 0.01 0.3908
O 1.63 -0.86 2.23 -0.6379
H 2.55 -0.80 2.51 0.2779
H 1.14 -0.12 2.66 0.3737

=====

Record 2
11
Properties=species:S:1:pos:R:3:mulliken_charge:R:1 method="wB97M-V/def2-TZVPD" homo_energy_ha=-0.3247 charge=0 multiplicity=1 orbital_gap_ha=0.2819 e_tot_ev=-12620.711
C -0.04 0.01 -0.25 0.4497
H 3.19 -0.12 0.85 0.3317
H 2.38 0.97 -0.32 0.2795
H -1.75 -2.28 0.10 0.4429
N 2.39 -0.04 -0.16 -0.4899
N 1.18 -0.41 0.24 -0.1989
N -0.34 1.30 -0.57 -0.1946
N -1.49 1.78 -0.12 -0.0715
N -1.37 -0.51 0.28 0.1674
O -2.11 0.55 0.55 -0.2472
O -2.05 -1.25 -0.60 -0.4692

=====

Record 3
23
Properties=species:S:1:pos:R:3:mulliken_charge:R:1 method="wB97M-V/def2-TZVPD" homo_energy_ha=-0.3380 charge=0 multiplicity=1 orbital_gap_ha=0.3610 e_tot_ev=-25462.689
C 0.97 -0.66 1.73 -1.2708
C 0.96 -0.16 0.30 0.9383
C -0.42 0.20 -0.16 0.1671
C -1.25 -0.79 -0.67 -0.4109
C -2.53 -0.47 -1.09 -0.7237
C -2.99 0.83 -0.99 -0.4097
C -2.17 1.81 -0.46 -0.6176
C -0.89 1.50 -0.04 -0.3132
O 1.84 1.10 0.23 -0.3447
C 2.99 1.00 -0.40 0.3531
O 3.75 1.92 -0.51 -0.5811
C 3.29 -0.39 -0.96 -0.3173
S 1.78 -1.36 -0.84 -0.1591
H 1.98 -0.94 2.04 0.3667
H 0.33 -1.53 1.79 0.3461
H 0.59 0.12 2.38 0.3641
H -0.89 -1.80 -0.75 0.3560
H -3.18 -1.24 -1.48 0.3836
H -3.98 1.08 -1.34 0.3874
H -2.53 2.82 -0.37 0.3859
H -0.25 2.26 0.38 0.4514
H 3.60 -0.31 -2.00 0.3691
H 4.10 -0.85 -0.38 0.2791

=====

Record 4
49
Properties=species:S:1:pos:R:3:mulliken_spin:R:1 method="wB97M-V/def2-TZVPD" homo_energy_ha="0.0016 / -0.2404" charge=-1 multiplicity=2 s_squared=0.751 orbital_gap_ha="0.0827 / 0.3224" e_tot_ev=-41547.098
C -1.49 -0.53 -0.60 -0.0090
C -2.35 0.68 -0.82 0.0745
C -3.40 0.87 0.28 -0.0232
S -4.70 -0.42 0.36 -0.0024
C -0.41 -0.27 0.43 0.8788
N 0.82 0.10 0.04 -0.4188
O -0.64 -0.40 1.65 -0.1528
H -0.98 -0.90 -1.49 -0.0565
H -2.04 -1.39 -0.23 0.0301
H -1.86 1.64 -0.83 -0.0209
H -2.88 0.64 -1.76 0.0292
H -2.88 0.82 1.24 0.0070
H -3.96 1.80 0.38 -0.0100
H -4.27 -1.18 -0.66 -0.0022
H 1.50 0.31 0.75 0.0727
H 1.09 0.24 -0.92 -0.0364
H 2.74 2.60 2.60 -0.0474
H 2.02 1.80 3.70 0.0127
O 2.06 1.93 2.75 0.1515
H 4.38 1.15 -0.07 -0.0542
H 3.41 2.28 0.29 0.0514
O 3.81 1.46 0.62 0.1994
H 0.33 2.44 2.48 0.0362
H -0.32 1.58 1.70 0.0174
O -0.56 2.45 2.05 -0.0266
H 0.15 0.40 3.61 0.0001
H 0.13 -0.32 5.07 -0.0038
O 0.50 0.35 4.51 0.0220
H 1.34 0.20 -3.24 -0.0897
H 2.51 -0.42 -2.52 0.2147
O 1.60 -0.61 -2.78 0.0862
H 0.50 -3.17 2.73 -0.0056
H -0.86 -2.67 3.02 0.0126
O -0.42 -3.40 2.54 -0.0267
H -0.66 -4.19 -1.82 0.0231
H 0.69 -3.62 -2.22 -0.0157
O -0.24 -3.56 -2.44 0.0310
H 0.78 -1.85 -4.08 0.0647
H -0.68 -2.03 -4.66 -0.0275
O 0.20 -1.72 -4.84 0.0794
H 2.28 2.44 -1.74 0.1989
H 3.04 3.57 -2.55 0.0315
O 3.16 2.82 -1.94 -0.3157
H -0.73 -3.90 0.17 -0.0067
H -1.96 -4.32 0.82 -0.0038
O -1.68 -3.80 0.05 0.0036
H -0.23 2.96 -0.05 0.0936
H 0.82 3.99 -0.78 -0.0293
O 0.33 3.16 -0.81 -0.0374

=====

Record 5
73
Properties=species:S:1:pos:R:3:mulliken_spin:R:1 method="wB97M-V/def2-TZVPD" homo_energy_ha="-0.4992 / -0.5003" charge=+2 multiplicity=2 s_squared=1.010 orbital_gap_ha="0.1909 / 0.1961" e_tot_ev=-204237.677
Ru 0.26 0.60 -0.14 1.0125
Cl -0.80 -1.69 0.38 -0.0270
C -2.52 -1.62 0.28 0.0150
C -3.26 -2.78 0.33 -0.0044
C -4.65 -2.69 0.33 0.0091
C -5.28 -1.46 0.29 -0.0057
C -4.53 -0.30 0.16 0.0091
Cl -5.31 1.22 0.02 -0.0070
C -3.12 -0.36 0.13 0.0171
S -2.20 1.07 -0.13 -0.2429
H -2.76 -3.74 0.37 -0.0009
H -5.24 -3.60 0.36 0.0005
H -6.36 -1.40 0.34 -0.0007
N -0.25 7.37 3.42 0.0002
C -0.14 6.32 2.99 -0.0001
C 0.01 5.01 2.45 0.0004
C 0.54 3.98 3.21 -0.0019
C 0.65 2.72 2.65 0.0017
N 0.31 2.47 1.39 -0.0074
C -0.19 3.46 0.65 -0.0003
C -0.38 4.74 1.13 -0.0037
H 0.84 4.15 4.23 -0.0001
H 1.02 1.88 3.23 -0.0021
H -0.46 3.21 -0.38 -0.0082
H -0.82 5.51 0.52 0.0000
C 2.32 -6.44 -2.90 0.0025
Ge 2.90 -4.96 -1.72 0.0095
C 4.49 -3.96 -2.36 0.0045
C 3.04 -5.42 0.20 0.0007
C 1.28 -3.63 -1.84 0.0045
Se 1.79 -1.79 -1.61 0.2100
C 0.56 -0.88 -2.84 0.0025
H 3.06 -7.24 -2.88 0.0006
H 2.23 -6.10 -3.93 -0.0001
H 1.37 -6.85 -2.58 -0.0001
H 5.34 -4.64 -2.45 -0.0005
H 4.75 -3.18 -1.65 -0.0011
H 4.32 -3.52 -3.33 0.0003
H 3.95 -6.00 0.37 0.0001
H 2.20 -6.02 0.52 0.0000
H 3.09 -4.53 0.81 0.0000
H 0.58 -3.91 -1.06 0.0113
H 0.80 -3.72 -2.81 -0.0003
H 1.12 -0.42 -3.65 0.0030
H 0.03 -0.07 -2.27 0.0004
H -0.16 -1.60 -3.22 -0.0017
C 2.83 3.38 -0.63 0.0054
P 2.47 1.58 -0.65 -0.0694
C 3.32 0.98 0.85 0.0329
C 4.61 1.40 1.18 0.0008
C 5.22 0.92 2.33 -0.0010
C 4.55 0.02 3.15 0.0033
C 3.27 -0.40 2.82 0.0156
C 2.66 0.08 1.68 0.0683
C 3.54 1.02 -2.02 0.0282
C 4.48 0.00 -1.86 -0.0145
C 5.30 -0.34 -2.92 0.0060
C 5.18 0.32 -4.14 -0.0033
C 4.22 1.31 -4.31 0.0040
C 3.40 1.66 -3.25 -0.0039
H 3.87 3.54 -0.92 -0.0001
H 2.68 3.77 0.38 -0.0004
H 2.19 3.91 -1.33 0.0001
H 5.14 2.09 0.54 -0.0004
H 6.22 1.24 2.58 -0.0002
H 5.02 -0.34 4.04 0.0003
H 2.75 -1.11 3.45 0.0004
H 1.63 -0.25 1.42 -0.0714
H 4.59 -0.49 -0.90 -0.0010
H 6.05 -1.10 -2.79 0.0003
H 5.82 0.05 -4.96 -0.0001
H 4.13 1.83 -5.25 0.0001
H 2.66 2.43 -3.37 0.0008

=====

Record 6
76
Properties=species:S:1:pos:R:3:mulliken_spin:R:1 method="wB97M-V/def2-TZVPD" homo_energy_ha="-0.3872 / -0.3995" charge=+1 multiplicity=5 s_squared=6.048 orbital_gap_ha="0.2883 / 0.2186" e_tot_ev=-100639.228
Os -1.29 0.04 0.74 2.7800
S -2.94 -3.73 2.73 0.2740
C -2.39 -2.44 1.86 -0.0809
S -2.65 -0.78 2.39 0.2494
S -1.52 -2.56 0.40 0.3012
F -2.14 2.76 1.94 -0.0309
C -2.92 2.58 0.84 -0.1627
C -2.76 1.40 0.14 0.4463
C -3.58 1.22 -0.97 -0.1099
F -3.47 0.07 -1.66 -0.0107
C -4.50 2.18 -1.37 -0.0217
F -5.26 1.98 -2.45 0.0017
C -4.61 3.37 -0.65 0.0407
F -5.48 4.30 -1.04 0.0030
C -3.81 3.58 0.47 -0.0039
F -3.89 4.72 1.15 0.0009
C 0.99 -1.06 -5.45 -0.0002
N 0.86 -1.13 -4.02 0.0102
N -0.08 -0.42 -3.33 0.0113
C 0.27 -0.38 -2.00 -0.0135
O -0.39 0.30 -1.17 -0.0186
C 1.45 -1.15 -1.89 0.0312
C 1.79 -1.57 -3.15 0.0020
C 2.98 -2.33 -3.60 0.0008
C -1.26 0.08 -3.93 -0.0020
C -2.03 -0.75 -4.74 0.0020
C -3.16 -0.23 -5.36 -0.0005
C -3.52 1.09 -5.17 0.0012
C -2.75 1.90 -4.34 -0.0020
C -1.62 1.40 -3.72 0.0037
H 0.32 -0.29 -5.84 0.0000
H 0.74 -2.01 -5.93 0.0003
H 2.02 -0.80 -5.70 0.0006
H 1.99 -1.33 -0.98 0.0022
H 3.44 -2.84 -2.76 -0.0001
H 3.73 -1.66 -4.03 -0.0003
H 2.71 -3.06 -4.36 -0.0002
H -1.77 -1.78 -4.88 0.0000
H -3.76 -0.86 -6.00 0.0000
H -4.39 1.49 -5.66 0.0000
H -3.03 2.94 -4.19 0.0002
H -1.02 2.02 -3.07 -0.0008
C 4.53 0.97 0.01 0.0035
C 3.31 1.56 -0.29 0.0065
C 2.17 1.17 0.38 0.0495
C 2.24 0.18 1.36 -0.0839
C 3.46 -0.38 1.70 0.0026
C 4.60 0.00 1.00 0.0002
P 0.67 -0.20 2.22 0.2863
C 0.81 1.00 3.59 -0.0556
C 1.26 0.64 4.85 -0.0005
C 1.40 1.61 5.83 -0.0019
C 1.09 2.93 5.55 0.0039
C 0.69 3.30 4.28 0.0031
C 0.55 2.34 3.29 0.0229
C 0.75 -1.84 3.00 0.0494
C 1.47 -2.88 2.42 0.0219
C 1.46 -4.14 3.00 -0.0022
C 0.71 -4.38 4.14 0.0038
C -0.05 -3.36 4.69 -0.0087
C -0.05 -2.11 4.12 0.0381
H 5.42 1.26 -0.52 0.0000
H 3.26 2.33 -1.05 0.0005
H 1.21 1.61 0.13 -0.0323
H 3.54 -1.11 2.49 0.0007
H 5.55 -0.45 1.25 0.0000
H 1.51 -0.39 5.08 0.0016
H 1.75 1.33 6.82 0.0000
H 1.18 3.68 6.33 0.0005
H 0.47 4.33 4.06 0.0004
H 0.24 2.61 2.29 -0.0138
H 2.05 -2.71 1.52 0.0005
H 2.05 -4.93 2.55 -0.0001
H 0.72 -5.36 4.58 -0.0007
H -0.66 -3.55 5.56 0.0040
H -0.67 -1.32 4.54 -0.0038

=====

Record 7
50
Properties=species:S:1:pos:R:3:mulliken_charge:R:1 method="wB97M-V/def2-TZVPD" homo_energy_ha=-0.4272 charge=+1 multiplicity=1 orbital_gap_ha=0.3152 e_tot_ev=-66257.020
C 3.54 -2.08 -1.29 -0.4643
C 3.28 -1.37 -0.12 -0.7489
C 1.98 -1.01 0.19 -0.2721
C 0.92 -1.37 -0.65 0.3060
P -0.76 -0.89 -0.24 1.5057
C -1.20 0.67 -1.02 0.4183
C -2.53 1.09 -0.93 -0.2278
C -2.91 2.29 -1.53 -0.8366
C -1.95 3.08 -2.18 -0.4801
C -0.62 2.65 -2.25 -0.6535
C -0.23 1.44 -1.67 -0.5983
C -1.89 -2.09 -0.99 0.3194
C -2.22 -3.28 -0.32 -0.3927
C -2.98 -4.26 -0.96 -0.7851
C -3.42 -4.07 -2.28 -0.4515
C -3.09 -2.89 -2.95 -0.6995
C -2.33 -1.91 -2.31 -0.1532
C -0.72 -0.47 1.60 0.2616
C -2.00 0.23 1.97 -0.1079
N -2.74 0.96 2.51 -0.4711
C 1.18 -2.12 -1.82 -0.5204
C 2.49 -2.45 -2.14 -0.7515
H 4.57 -2.34 -1.55 0.3934
H 4.09 -1.08 0.56 0.4734
H 1.80 -0.44 1.10 0.3627
H -3.28 0.50 -0.40 0.4300
H -3.94 2.64 -1.47 0.4324
H -2.22 4.03 -2.64 0.4035
H 0.15 3.26 -2.73 0.4357
H 0.80 1.08 -1.71 0.4011
H -1.88 -3.45 0.71 0.3879
H -3.25 -5.18 -0.45 0.3970
H -4.01 -4.83 -2.79 0.4026
H -3.42 -2.72 -3.97 0.4138
H -2.07 -0.99 -2.84 0.4405
H -0.40 -1.38 2.10 0.6352
H 0.35 -2.42 -2.46 0.3919
H 2.69 -3.00 -3.06 0.4167
Cl 2.22 0.11 4.55 -0.1614
C 2.41 1.72 4.04 0.4249
N 1.90 2.04 2.85 -0.2124
F 0.28 0.39 1.91 -0.0640
C 1.75 3.25 2.35 0.4437
Cl 0.81 3.42 0.96 -0.0945
C 2.48 4.29 2.94 -0.8176
C 3.21 3.96 4.12 -0.1108
C 3.14 2.70 4.69 -0.6803
H 2.47 5.20 2.43 0.4590
H 3.82 4.72 4.56 0.4193
H 3.68 2.35 5.57 0.3799

=====

Record 8
52
Properties=species:S:1:pos:R:3:mulliken_charge:R:1 method="wB97M-V/def2-TZVPD" homo_energy_ha="-0.5150 / -0.5150" charge=+2 multiplicity=1 orbital_gap_ha="0.2685 / 0.2657" e_tot_ev=-53809.381
P 1.86 1.45 0.69 0.9588
P -1.54 1.04 -1.29 0.8001
C 1.04 2.26 -0.73 -1.0540
C -0.51 2.42 -0.67 -1.0466
H 1.37 1.77 -1.67 0.4722
H 1.48 3.28 -0.75 0.6033
H -0.84 2.68 0.36 0.4145
H -0.77 3.26 -1.32 0.7259
C -1.67 1.49 -3.05 -1.4643
H -2.31 0.77 -3.58 0.4632
H -0.67 1.50 -3.52 0.4289
H -2.11 2.50 -3.14 0.5147
C -3.16 0.99 -0.52 -0.8624
H -3.79 1.75 -1.01 0.4963
H -3.11 1.23 0.56 0.0652
H -3.62 0.00 -0.66 0.3090
C 3.64 1.52 0.37 -1.4570
H 4.15 0.73 0.93 0.4362
H 4.04 2.50 0.68 0.5009
H 3.86 1.38 -0.70 0.4321
C 1.48 2.42 2.15 -1.2273
H 0.47 2.85 2.09 0.3870
H 2.21 3.23 2.22 0.4369
H 1.57 1.79 3.05 0.4005
Sn -3.01 -0.46 2.73 0.7339
C -0.53 -0.59 -1.73 0.8613
C 0.76 -0.52 -2.33 -1.3455
C 1.66 -1.69 -2.30 -0.9703
C 2.12 -2.30 -0.94 -0.8534
C 2.48 -1.35 0.11 -1.1476
C 1.63 -0.41 0.82 0.3008
C 0.08 -0.58 0.82 0.3921
C -0.61 -1.33 -0.31 -1.1031
C -1.71 -2.00 3.52 -1.4484
H -1.27 -1.06 -2.43 0.8048
H 0.89 0.16 -3.16 0.3245
H 2.55 -1.42 -2.89 0.4631
H 1.14 -2.49 -2.85 0.2878
H 1.43 -3.07 -0.59 0.4003
H 3.05 -2.85 -1.16 0.4529
H 3.50 -1.38 0.44 0.4741
H 1.95 -0.51 1.89 0.8280
H -0.37 0.43 0.80 -0.0327
H -0.23 -0.93 1.81 -0.5738
H -0.23 -2.34 -0.39 0.6265
H -1.67 -1.49 -0.02 -0.0700
H -2.19 -2.64 4.29 0.4046
H -0.92 -1.36 3.95 0.3790
H -1.40 -2.56 2.63 0.3787
S -3.97 -2.24 1.26 -0.3049
C -4.08 -3.49 2.39 0.3938
N -4.12 -4.37 3.16 -0.3905

=====

Record 9
7
Properties=species:S:1:pos:R:3:mulliken_spin:R:1 method="wB97M-V/def2-TZVPD" homo_energy_ha="-0.2505 / -0.3962" charge=0 multiplicity=3 s_squared=2.009 orbital_gap_ha="0.2694 / 0.2590" e_tot_ev=-21870.134
C 0.74 0.10 0.19 0.3364
N 1.09 1.37 -0.98 0.4662
O 1.05 2.46 -0.51 0.5676
O 1.15 0.95 -2.06 0.5372
F 0.75 -1.04 -0.64 0.0218
Cl 1.84 -0.06 1.50 0.0719
H -0.29 0.42 0.25 -0.0012

=====

Record 10
76
Properties=species:S:1:pos:R:3:mulliken_charge:R:1 method="wB97M-V/def2-TZVPD" homo_energy_ha=-0.1479 charge=-1 multiplicity=1 orbital_gap_ha=0.1740 e_tot_ev=-72249.161
N 6.80 1.06 2.84 -0.6321
C 6.09 1.12 1.77 -0.0262
C 6.31 0.05 0.67 -0.9307
P 6.05 -1.77 1.29 0.0988
C 4.30 -2.01 0.56 -0.8349
O 3.26 -2.05 1.54 -0.1382
O 3.33 -3.23 2.31 -0.3721
O 6.76 -2.23 -0.26 -0.5187
C 7.88 -2.99 0.15 -0.2855
C 7.59 -3.72 1.55 -0.4440
O 6.23 -3.42 1.87 -0.5857
H 6.51 1.85 3.43 0.2442
H 5.34 1.94 1.64 0.3265
H 7.39 0.14 0.42 0.3314
H 5.76 0.30 -0.27 0.4558
H 7.32 -1.55 1.96 0.1938
H 5.33 -1.33 2.48 0.1075
H 4.26 -2.88 -0.15 0.2978
H 4.09 -1.11 -0.06 0.2354
H 3.76 -2.95 3.14 0.3141
H 8.84 -2.42 0.27 0.2315
H 8.16 -3.84 -0.52 0.3442
H 7.61 -4.84 1.54 0.2766
H 8.35 -3.41 2.30 0.2441
O 1.77 2.68 1.11 -0.7326
P 0.36 2.75 1.67 1.1872
O 0.60 3.74 2.98 -0.3732
C 0.94 5.10 2.76 -0.3350
C -0.18 5.88 2.11 -0.9761
O 0.29 1.29 2.41 -0.4104
C 1.28 0.28 2.14 -0.2876
C 2.49 0.43 3.05 -0.5580
O -1.32 2.84 1.85 -0.3847
C -2.13 3.24 0.74 -0.2397
C -1.71 2.63 -0.59 -1.1384
H 1.86 5.16 2.16 0.2551
H 1.17 5.53 3.74 0.3530
H -0.31 5.57 1.06 0.2198
H 0.04 6.95 2.11 0.4471
H -1.12 5.71 2.63 0.2309
H 1.57 0.30 1.09 0.2299
H 0.82 -0.69 2.31 0.3890
H 2.83 1.46 3.15 0.2839
H 3.32 -0.17 2.68 0.0286
H 2.24 0.08 4.06 0.2556
H -2.14 4.33 0.66 0.1964
H -3.15 2.93 0.96 0.3350
H -0.66 2.85 -0.82 0.4213
H -2.32 3.03 -1.40 0.4104
H -1.82 1.55 -0.57 0.2606
O -5.40 -0.15 -3.94 -0.7335
P -5.79 -1.33 -3.08 1.0992
O -4.44 -1.52 -2.16 -0.4399
C -4.12 -0.51 -1.20 -0.2696
C -5.14 -0.44 -0.08 -0.9905
O -5.56 -2.54 -4.18 -0.3405
C -5.37 -2.24 -5.56 -0.3194
C -3.91 -1.97 -5.89 -1.0036
O -6.65 -2.45 -2.15 -0.3072
C -7.92 -2.09 -1.60 -0.2129
C -8.80 -1.29 -2.54 -1.1130
H -4.03 0.46 -1.70 0.2429
H -3.15 -0.77 -0.78 0.3353
H -6.09 -0.03 -0.45 0.2085
H -4.80 0.21 0.72 0.4213
H -5.34 -1.43 0.33 0.2748
H -6.00 -1.40 -5.86 0.3013
H -5.71 -3.10 -6.14 0.3509
H -3.42 -1.33 -5.15 0.2832
H -3.81 -1.50 -6.87 0.3268
H -3.35 -2.91 -5.89 0.2868
H -7.76 -1.53 -0.67 0.2304
H -8.42 -3.01 -1.32 0.3185
H -8.30 -0.39 -2.91 0.3631
H -9.71 -0.99 -2.04 0.3878
H -9.07 -1.89 -3.42 0.2977

=====

Record 11
57
Properties=species:S:1:pos:R:3:mulliken_spin:R:1 method="wB97M-V/def2-TZVPD" homo_energy_ha="-0.2915 / -0.3143" charge=0 multiplicity=5 s_squared=6.012 orbital_gap_ha="0.2835 / 0.2370" e_tot_ev=-98318.292
Co -0.20 0.71 0.19 2.8465
O -1.19 -4.39 3.40 -0.0005
C -1.04 -3.26 2.68 -0.0027
C -1.58 -2.04 3.08 0.0041
C -1.37 -0.94 2.28 -0.0018
N -0.65 -1.03 1.17 0.0525
C -0.15 -2.19 0.76 0.0110
C -0.31 -3.35 1.48 -0.0001
C 0.59 -2.07 -0.57 0.0189
O 1.17 -3.02 -1.06 0.0134
O 0.51 -0.87 -1.06 0.0869
C -1.90 0.49 2.54 -0.0046
O -2.61 0.65 3.52 0.0055
O -1.58 1.32 1.63 0.0392
H -1.71 -4.21 4.19 -0.0002
H -2.17 -1.93 3.99 -0.0003
H 0.10 -4.29 1.14 0.0002
S 3.27 3.24 1.62 0.0072
C 3.61 1.69 2.34 -0.0027
C 4.65 1.32 3.17 -0.0012
C 4.70 0.01 3.61 -0.0001
C 3.73 -0.91 3.22 0.0010
C 2.69 -0.55 2.39 -0.0029
C 2.63 0.77 1.95 0.0118
N 1.66 1.31 1.12 0.0073
C 1.86 2.57 0.86 -0.0058
C 0.99 3.32 -0.04 -0.0913
C 1.14 4.70 -0.20 -0.0137
C 0.28 5.37 -1.05 0.0059
C -0.71 4.68 -1.72 -0.0037
C -0.85 3.30 -1.54 -0.0286
C 0.00 2.57 -0.71 0.1687
H 5.41 2.03 3.48 0.0002
H 5.51 -0.31 4.26 -0.0001
H 3.79 -1.93 3.58 0.0001
H 1.93 -1.25 2.10 0.0056
H 1.91 5.24 0.34 0.0003
H 0.38 6.44 -1.18 0.0004
H -1.40 5.21 -2.36 -0.0006
H -1.65 2.80 -2.07 0.0036
C 0.62 1.40 -3.88 0.0021
Te 1.95 0.82 -2.33 0.8553
C 2.76 -0.51 -3.79 -0.0472
C 2.27 0.00 -5.12 0.0009
C 2.83 -0.46 -6.31 0.0189
C 2.35 0.00 -7.53 -0.0003
C 1.31 0.91 -7.57 -0.0005
C 0.75 1.37 -6.39 0.0111
C 1.23 0.92 -5.16 0.0029
H 0.49 2.48 -3.82 0.0016
H -0.35 0.93 -3.67 0.0102
H 2.40 -1.52 -3.57 0.0144
H 3.85 -0.51 -3.70 0.0010
H 3.64 -1.18 -6.28 0.0000
H 2.80 -0.36 -8.45 -0.0001
H 0.94 1.27 -8.52 0.0000
H -0.06 2.08 -6.41 0.0002